ORCA calculation (ωB97M-V/def2-TZVPD) on C21H30FMoN7O9P2S as an isolated structure.

Each line ends with the Löwdin charge.
CARTESIAN COORDINATES (ANGSTROEM)
Mo1 -0.25599 0.37492 0.55488  1.5988
C1 -4.92893 -5.77390 -0.72138  -0.0152
C2 -3.51229 -5.85137 -1.27680  -0.2946
C3 -2.82963 -7.18823 -1.03769  -0.1286
C4 -2.63862 -7.43556 0.45115  -0.1219
C5 -1.96942 -6.25699 1.10939  -0.1178
C6 -1.29567 -6.40532 2.29797  0.0695
C7 -0.67034 -5.31593 2.90018  -0.2519
F1 -0.03737 -5.51578 4.06337  0.0865
C8 -0.67781 -4.07330 2.34110  0.0758
C9 -1.34275 -3.89545 1.12041  -0.0365
C10 -1.34939 -2.58579 0.49047  -0.2352
O1 -0.78239 -1.62733 1.09295  -0.1826
C11 -2.03656 -2.48054 -0.73468  -0.0150
C12 -2.68122 -3.57421 -1.25361  0.0600
N1 -2.68311 -4.77126 -0.68086  0.0311
C13 -2.00245 -4.97614 0.51436  -0.0569
C14 -2.01813 -1.22963 -1.51560  -0.5296
O2 -2.61850 -1.14508 -2.58705  0.0568
O3 -1.28338 -0.27752 -1.07548  -0.1978
H1 -5.53557 -6.58031 -1.13464  0.0958
H2 -5.39610 -4.82518 -0.98757  0.0895
H3 -4.93625 -5.85836 0.36621  0.0885
H4 -3.53050 -5.64804 -2.34682  0.1493
H5 -1.86105 -7.19028 -1.54302  0.1314
H6 -3.43298 -7.97626 -1.48691  0.1281
H7 -2.03631 -8.32892 0.61439  0.1277
H8 -3.60249 -7.62254 0.93125  0.1263
H9 -1.23942 -7.37296 2.78200  0.1415
H10 -0.20503 -3.23356 2.82879  0.1328
H11 -3.22200 -3.47129 -2.18696  0.1596
N2 -1.20501 1.14937 -3.68841  0.1628
C15 -0.40210 2.14195 -2.87421  -0.4753
C16 -0.08795 3.31199 -3.81573  -0.0894
P1 1.18582 1.24471 -2.49347  0.3374
O4 2.24344 2.45215 -2.24997  -0.1451
O5 1.47919 0.50202 -3.74378  -0.2884
O6 1.11312 0.53200 -1.17685  -0.3966
P2 -1.55150 2.69962 -1.52458  0.3597
O7 -1.14824 4.25682 -1.37159  -0.1370
O8 -2.91371 2.51941 -2.06302  -0.2633
O9 -1.17296 2.09344 -0.18530  -0.4465
H12 -0.54240 0.66821 -4.31046  0.1397
H13 -1.93964 1.63946 -4.19731  0.1551
H14 -1.69893 0.42130 -3.12358  0.0990
H15 0.48018 2.95748 -4.67980  0.0914
H16 0.48320 4.07463 -3.29837  0.0757
H17 -1.01226 3.77312 -4.17165  0.0934
H18 2.68040 2.68705 -3.07858  0.0820
H19 -1.92736 4.81712 -1.47634  0.0904
C17 3.49989 -2.52794 1.47812  -0.0354
N3 3.82018 -1.11632 1.32191  -0.1361
C18 5.11976 -0.67368 1.82567  -0.0254
C19 2.78161 -0.24704 1.21579  -0.3884
N4 1.54248 -0.57512 1.30694  0.0491
N5 3.13446 1.06922 0.99628  0.1782
C20 2.28768 2.14217 1.05555  -0.4593
N6 2.89609 3.35328 1.05591  0.1912
N7 1.01227 2.00208 1.14986  0.0165
H20 4.40230 -3.10876 1.31137  0.0940
H21 2.77065 -2.82788 0.72635  0.0985
H22 3.11439 -2.76099 2.47670  0.1032
H23 5.79301 -1.52513 1.81690  0.0929
H24 5.05839 -0.28855 2.84607  0.1044
H25 5.57557 0.07855 1.18162  0.0838
H26 1.38211 -1.52613 1.60469  0.0613
H27 4.08396 1.25044 0.72888  0.1368
H28 3.86706 3.42079 0.80429  0.1134
H29 2.33447 4.14476 0.78842  0.1223
H30 0.49889 2.87262 1.21093  0.0988
S1 -1.69240 0.89182 3.66934  0.7383
C21 -1.09104 0.64239 2.27206  -0.8488

Forces on atoms 1 to 2 (eV/Å):
Mo 0.633 0.274 -0.064
C 0.005 0.017 0.010

Results
* charge: +1
* Kohn-Sham gap (alpha / beta): 7.2 / 6.1 eV
* multiplicity: 2
* HOMO level (alpha / beta): -9.91 / -9.50 eV